[1]
# C35H43ClN2Si2Tc

A molecular structure, C35H43ClN2Si2Tc (ωB97M-V with the def2-TZVPD basis set, the Open Molecules 2025 dataset).

```
84
Properties=species:S:1:pos:R:3
Tc -0.82593 -0.99783 -0.49367
Cl -3.32539 -1.21195 4.09441
Si -4.05654 -2.88336 3.09911
Si -3.62930 -3.95820 -0.93816
N -1.07862 0.94793 0.40476
N 0.63350 -0.98446 1.12324
C -7.83541 -4.46806 -1.49882
C 1.79475 -0.07272 0.88850
C -2.65179 -4.13833 2.95508
C -0.61846 -6.11182 2.83583
C -7.81180 -5.64849 -2.26294
C -1.50046 -3.96937 2.17838
C -3.90965 -7.96866 1.62677
C -5.39762 -5.41469 -2.48787
C -4.88398 -5.85144 0.97972
C 0.69546 -1.69601 -1.73973
C -5.76505 -0.78978 -0.13441
C -4.42178 -2.21155 1.37548
C -6.63313 -3.79793 -1.18374
C -3.86317 -1.96370 -1.07791
C -5.49183 -1.34897 1.12278
C -4.91992 -7.01201 1.76929
C -2.54290 1.22010 0.34448
C -2.97630 -7.86124 0.58889
C -0.67179 0.92580 1.87514
C 0.66804 -0.25031 -1.80968
C 1.28502 -2.24303 1.60782
C -3.45984 -2.39549 0.24457
C -6.58334 -6.10832 -2.75168
C -5.39289 -4.28605 -1.64028
C -0.13048 -0.42383 2.28112
C -2.72949 -5.32441 3.71050
C -3.79828 -5.61508 0.12876
C -1.37616 -1.02510 -2.55942
C -4.89333 -1.00734 -1.18809
C -0.42449 2.13103 -0.23067
C -0.57852 -2.17909 -2.19735
C -1.72751 -6.29951 3.66335
C -2.95459 -6.69008 -0.17384
C -0.50867 -4.95115 2.05846
C -0.63443 0.14657 -2.27719
H 0.07228 1.72915 2.02310
H 0.56486 -0.30560 3.13344
H 1.52847 -2.33729 -1.45739
H -6.71601 -0.25076 -0.31186
H -2.32870 -0.91500 -3.08052
H -0.99069 1.13573 -2.54617
H 2.14701 -1.94300 2.23738
H -2.28769 -8.68226 0.35702
H -2.36145 -2.15886 0.42233
H -0.94660 -1.09511 2.61265
H 1.50080 0.96562 0.75438
H -4.45221 -5.80566 -2.86644
H -5.00599 -0.52483 -2.14286
H -1.32048 -3.05416 1.61027
H -6.21372 -1.08077 1.90891
H -3.11809 0.28341 0.36649
H -3.16904 -1.99762 -1.92737
H -2.78295 1.79019 -0.56069
H -6.69608 -2.90381 -0.56144
H -1.83418 -7.22765 4.23609
H 1.64805 -2.83774 0.76192
H -1.55916 1.16322 2.49314
H -2.80999 1.83741 1.21809
H -5.74435 -7.16186 2.47881
H -2.48811 -4.35071 -1.80679
H -5.10657 -3.32816 3.93752
H -8.74999 -6.19139 -2.44933
H -0.61063 2.98480 0.42005
H -5.74910 -5.17856 1.00610
H -3.61127 -5.51295 4.33122
H 1.53042 0.40490 -1.68345
H 2.37347 -0.43621 0.03907
H -6.54582 -7.03802 -3.34453
H -8.78669 -4.07274 -1.12750
H 0.64950 -2.84662 2.26412
H -2.30776 -6.65423 -1.05388
H 0.65082 1.99725 -0.33890
H 0.33257 -4.80250 1.36488
H -0.88055 -3.22935 -2.24830
H 2.42293 -0.11593 1.78635
H 0.15684 -6.87225 2.75693
H -0.86767 2.33190 -1.20382
H -3.83329 -8.79258 2.34005
```

Output
- energy relative to the best compared isomer or geometry (same formula, charge and spin) (kcal/mol) = 90.33
- expectation value of S² = 3.793
- multiplicity = 4
- charge = +2
- calculated total energy (eV) = -70429.693
- orbital gap (spin up / spin down) (eV) = 5.086 / 5.160
- HOMO (spin up / spin down) (eV) = -12.1 / -12.8

Mulliken atomic charge list, values in e, 5 entries: -0.794, -0.320, -0.054, 0.432, 1.393

[2]
# C35H43ClP2PdSi2

A molecular structure, C35H43ClP2PdSi2 (ωB97M-V with the def2-TZVPD basis set, the Open Molecules 2025 dataset).

```
84
Properties=species:S:1:pos:R:3
Pd -0.31292 -0.40916 3.31665
Cl 2.89625 0.16797 -3.04011
P 1.12559 -0.35747 5.49005
P 0.21319 1.86542 3.67631
Si 2.48623 0.08677 -5.06133
Si 0.12180 -0.35295 0.90732
C 1.67370 2.39544 -6.48346
C -2.83548 -0.46168 3.62663
C -2.59829 -1.38320 2.56734
C 1.53275 -3.94594 -4.99770
C 0.90642 -1.50836 6.88031
C -0.67452 1.09934 0.03212
C -0.51154 2.77783 -1.71656
C 2.93852 -0.18946 5.36627
C -1.77648 3.26549 -1.37512
C 1.72627 -1.56448 -5.45377
C -0.43285 -4.25617 -0.37311
C -1.51574 -4.17987 -1.25750
C -1.31763 2.82195 3.50358
C 0.03105 1.69521 -1.02624
C -2.08635 -2.93524 -1.54270
C 0.75086 -1.69219 -6.45664
C -1.58708 -1.77321 -0.93860
C -1.37195 -2.09392 4.40127
C -0.88012 2.48627 -5.35140
C -1.95045 1.57905 0.35910
C 2.12600 -2.70656 -4.74252
C 1.35168 2.58864 2.44908
C -0.48563 3.47393 -6.25970
C -0.53552 -1.84747 -0.00800
C 1.28679 1.41725 -5.55302
C 0.79061 3.42075 -6.83218
C 0.91608 2.39338 5.31259
C 0.15730 -2.93474 -6.70991
C 0.81516 1.26808 6.34555
C -0.00148 1.45315 -5.00594
C -1.67792 -2.37100 3.02903
C 0.05725 -3.09900 0.24141
C 0.54039 -4.06204 -5.97657
C -2.08763 -0.89551 4.76933
C -2.49507 2.66185 -0.33974
H 0.02697 -5.22359 -0.15390
H 2.05390 1.83367 2.07510
H -1.91299 -5.08750 -1.72336
H 0.37020 3.28693 5.63863
H 3.33775 -0.01179 6.37656
H -0.14091 -1.50764 7.20443
H 0.07202 -5.02826 -6.16922
H -1.17145 4.28140 -6.52003
H -1.09279 3.88453 3.66784
H 0.90158 -3.16727 0.92841
H 0.75880 2.96456 1.60916
H -2.20113 4.10840 -1.92027
H 3.78116 0.28011 -5.76338
H 2.66634 2.34304 -6.93509
H -2.02930 -0.80894 -1.18888
H 3.22356 0.63749 4.70480
H 1.56363 -1.20600 7.71079
H -0.74258 -2.69062 5.05454
H 1.09714 4.18171 -7.55211
H 1.90491 3.41669 2.91704
H -0.32281 0.68241 -4.30194
H -2.92960 -2.86293 -2.23326
H -0.60866 -3.01911 -7.48177
H -1.67866 2.67075 2.47640
H 1.96115 2.69761 5.13806
H -0.18437 1.24731 6.80777
H 1.17359 -2.51782 6.54602
H -1.31000 -3.21827 2.45428
H 1.00512 1.29591 -1.31446
H -3.48298 3.03243 -0.06519
H 1.85151 -4.82343 -4.43392
H 3.34425 -1.12690 4.97202
H 1.57979 1.36173 7.13726
H 0.05374 3.23776 -2.52967
H 0.44093 -0.81952 -7.03549
H -2.09830 -0.44143 5.75991
H -1.87334 2.51654 -4.90073
H -2.07853 2.47688 4.21887
H 1.57799 -0.27736 0.68361
H 2.90116 -2.62784 -3.97975
H -3.06659 -1.37752 1.58257
H -3.50650 0.39340 3.60252
H -2.52491 1.11432 1.16366
```

Output
- expectation value of S² = 6.021
- multiplicity = 5
- charge = +2
- calculated total energy (eV) = -87311.746
- orbital gap (spin up / spin down) (eV) = 7.654 / 2.524
- HOMO (spin up / spin down) (eV) = -12.5 / -12.5

Mulliken atomic charge list, values in e, 5 entries: -0.450, -0.267, 0.919, 1.148, 0.346

[3]
# C35H43IN5PS2V

A molecular structure, C35H43IN5PS2V (ωB97M-V with the def2-TZVPD basis set, the Open Molecules 2025 dataset).

```
88
Properties=species:S:1:pos:R:3
I 4.17162 -1.00276 -4.12518
V -0.77092 0.16443 1.58888
S 1.30971 -3.55796 3.46530
S -0.95546 -1.70433 3.23099
P -0.76997 1.77412 -0.43081
N 0.99966 0.15709 2.59263
N 1.64620 -1.03259 2.81569
N -1.01167 -1.08460 -0.07371
N -0.76433 1.98555 2.88270
N 2.80472 -0.34293 -0.11456
C -3.25973 -3.95998 0.52364
C 0.75569 -1.94912 3.09344
C -1.74260 2.84553 3.15460
C -2.75350 2.44587 -2.40193
C -2.81876 -2.66536 0.27456
C -2.92221 3.57903 -0.15273
C 3.08778 -3.40370 3.20831
C -1.02145 -4.76456 0.42745
C -0.66292 -0.74922 -1.35992
C 5.20129 0.03516 -1.46887
C -0.23042 4.42489 4.10069
C -0.61351 -1.68238 -2.42392
C 1.75542 2.82910 -0.19637
C -2.85656 -6.42282 0.88702
C -0.34573 0.58796 -1.70843
C 2.89986 -0.62996 -1.40636
C -0.54505 -3.48636 0.17320
C -0.20175 -1.32184 -3.68913
C 1.45042 1.21176 3.16335
C 0.06759 0.92187 -2.99837
C 4.08508 -0.46382 -2.11488
C -1.45552 -2.42467 0.10580
C 0.79382 3.52773 3.85608
C 0.57491 0.36713 -5.41010
C 0.26625 4.23414 -1.64975
C -2.49235 2.31877 -0.90239
C -2.37466 -5.02444 0.60876
C 0.31722 3.27210 -0.46271
C 0.17005 -0.01449 -4.01273
C 3.88140 0.11919 0.51105
C 5.09523 0.33526 -0.12034
C -1.52797 4.07013 3.76411
C 0.49398 2.30998 3.25899
C 0.92407 -3.25476 -0.03833
C -3.79419 -1.52169 0.22678
H -4.32083 -4.13700 0.66490
H -2.74103 2.53101 2.87632
H -0.73822 4.59090 -1.86554
H 2.37958 3.69376 0.03967
H 0.88726 5.10608 -1.42954
H 0.28754 1.95650 -3.22934
H -0.02309 5.37829 4.56748
H -3.10029 1.48512 -0.53053
H -3.79327 2.73614 -2.56939
H -3.61037 -0.81847 1.04821
H -0.03977 3.81786 0.42219
H -0.17052 -2.08563 -4.45921
H -2.12047 3.20495 -2.86321
H 5.94237 0.71612 0.43285
H 3.47505 -4.41626 3.10971
H 1.15910 -3.21824 -1.10611
H 3.27372 -2.84854 2.29227
H 1.01357 1.36506 -5.43174
H -2.80622 -7.04635 -0.00835
H 2.38409 1.20865 3.71844
H 3.57303 -2.90342 4.04336
H -2.35723 4.45528 -0.47107
H -3.70448 -0.95810 -0.70453
H 0.66691 3.78136 -2.55542
H 1.24998 -2.30538 0.39068
H -2.36429 4.72124 3.97328
H 1.81465 2.11688 0.62672
H -0.28276 0.36613 -6.08713
H 2.17602 2.33645 -1.07568
H -2.57416 1.50503 -2.91922
H 1.50636 -4.06515 0.40079
H -3.89022 -6.42071 1.23224
H 2.01030 -1.00712 -1.89210
H 1.31071 -0.32625 -5.81581
H 6.13230 0.17523 -2.00061
H -2.24681 -6.90197 1.65401
H 3.76643 0.31313 1.57175
H 1.81432 3.74968 4.13669
H -2.79456 3.48056 0.92419
H -0.89970 -2.70838 -2.23903
H -4.81897 -1.88089 0.31816
H -0.30999 -5.58052 0.50489
H -3.97671 3.78457 -0.34774
```

Output
- energy relative to the best compared isomer or geometry (same formula, charge and spin) (kcal/mol) = 6.05
- expectation value of S² = 3.777
- multiplicity = 4
- charge = 0
- calculated total energy (eV) = -109192.738
- orbital gap (spin up / spin down) (eV) = 6.184 / 6.028
- HOMO (spin up / spin down) (eV) = -6.6 / -6.8

Mulliken atomic charge list, values in e, 5 entries: 0.056, -0.183, 0.005, -0.506, 1.884

[4]
# C35H44BrN9O3P2

7 unconnected molecules or ions with the total composition C35H44BrN9O3P2 (ωB97M-V with the def2-TZVPD basis set, the Open Molecules 2025 dataset).

```
94
Properties=species:S:1:pos:R:3
Br -4.13435 2.03199 -0.02328
P -1.09704 2.80230 -2.21996
P 1.37892 2.04883 0.16500
O -0.44963 -3.10920 1.49553
O -3.95099 -2.28180 -1.24531
O 0.47281 3.24019 -2.14688
N -2.26781 -3.06041 0.09384
N 2.77511 1.88713 -0.52041
N -0.48920 -4.25849 -3.53988
N -3.70780 1.06115 4.98657
N 5.06198 3.89473 0.43749
N -0.93668 1.00338 3.24044
N 2.17023 -4.05349 2.92130
N 2.64532 0.35166 -6.25567
N -1.13743 2.31175 -3.83533
C -0.74283 -5.07522 -5.57653
C 2.37742 -2.90216 3.62562
C -0.91765 -1.21024 0.11919
C 2.22443 -0.83439 -5.72935
C 2.49341 1.34932 -5.33699
C -2.03915 0.26333 -1.47892
C -4.99886 0.94841 4.55049
C 1.96275 0.79891 -4.20055
C 0.02792 0.94260 -0.33919
C 0.64777 -4.94057 -5.30555
C -3.68918 1.16508 6.34788
C 0.08530 -0.27899 0.36720
C -1.95619 -0.94112 -0.75970
C 1.79424 -0.59818 -4.45039
C 6.27465 3.49210 0.91420
C 4.02126 -4.36360 4.09350
C -1.12432 -2.54227 0.69862
C 3.52174 -3.05988 4.36353
C 6.32153 5.71278 0.57091
C 0.21018 0.68766 5.10566
C -0.24213 -0.57445 4.62785
C -0.22708 1.64109 4.22769
C -5.81860 0.98026 5.64776
C -4.98490 1.11810 6.79127
C 3.16373 -4.94947 3.19985
C -0.94905 -0.34987 3.47942
C 7.08298 4.59607 1.00994
C -2.89690 -2.10580 -0.72420
C -1.41867 -4.64772 -4.46605
C 0.76952 -4.42965 -4.04151
C -3.26959 0.49179 -2.31512
C 5.08027 5.24301 0.22520
C -0.99564 1.20685 -1.29335
C -4.14681 1.68428 -1.95423
C -5.58103 1.43616 -2.36656
H 0.50464 4.20125 -2.08957
H -5.30065 1.17489 7.81916
H 3.95259 -2.32457 5.02210
H -1.36662 1.44973 2.44868
H 1.63940 -4.17872 -3.45848
H 1.73430 1.34265 -3.29787
H -2.86299 -3.70467 0.59620
H -2.47299 -4.58910 -4.25505
H 6.46223 2.45720 1.14247
H -0.69908 -3.91061 -2.62735
H 2.78719 1.20735 -1.26744
H 1.40762 -1.34795 -3.77907
H 3.01772 0.47135 -7.17919
H -6.05207 0.71231 -1.71360
H -0.09278 2.70886 4.21593
H 6.64711 6.73790 0.51375
H 0.87570 -0.47574 1.07759
H -2.99734 0.54492 -3.36324
H 1.69864 -2.07298 3.53469
H 2.26585 -1.74487 -6.30134
H -5.22645 0.85634 3.50183
H -3.90240 -0.37701 -2.21941
H 0.80159 0.86961 5.98658
H -1.19264 -5.44864 -6.48073
H 3.17978 -5.92237 2.73980
H -0.06973 -1.53784 5.07655
H 2.77377 2.36256 -5.56469
H -5.61309 1.09419 -3.39778
H -1.45373 -1.02961 2.81565
H 4.27478 3.28455 0.25898
H 4.21363 5.75558 -0.15600
H -6.14731 2.35911 -2.30947
H 1.46269 -5.19160 -5.96315
H -3.80511 2.61761 -2.38439
H 4.90710 -4.81629 4.50599
H -0.68705 1.43264 -4.06798
H 1.40123 -4.20544 2.29493
H -2.75941 1.26144 6.88114
H 1.42692 1.77456 1.53945
H 8.10362 4.60232 1.35360
H -2.06017 2.36755 -4.23833
H -2.89438 1.06374 4.39457
H 0.83945 3.33917 0.14330
H -6.89322 0.91222 5.63362
```

Output
- charge = 0
- calculated total energy (eV) = -145182.297
- SMILES string = C[C@@H](Br)Cc1c2c(cc([PH2]=N)c1P(N)O)C(=O)NC2=O.c1cc[nH]c1.c1cc[nH]c1.c1cc[nH]c1.c1cc[nH]c1.c1cc[nH]c1.c1cc[nH]c1
- orbital gap (eV) = 6.220
- HOMO (eV) = -7.8

Mulliken atomic charge list, values in e, 5 entries: -0.143, -0.149, 0.509, -0.527, -0.609

[5]
# C35H44Cl2MoNOP3

A molecular structure, C35H44Cl2MoNOP3 (ωB97M-V with the def2-TZVPD basis set, the Open Molecules 2025 dataset).

```
87
Properties=species:S:1:pos:R:3
Mo -0.27907 0.47011 -0.17060
Cl -1.97465 -1.11211 -0.88720
Cl 0.33603 -1.09240 1.57803
P 3.38750 3.43994 0.92351
P -1.91133 1.26057 1.38604
P -0.97166 2.99390 -3.80220
O 2.46813 2.81521 -2.08439
N 1.45365 -1.36400 -1.35292
C -1.49836 4.94021 -1.95257
C -3.18809 1.73566 -4.83409
C -3.26505 2.18308 0.61261
C 0.31965 1.93114 -1.35812
C 0.67033 6.56528 -2.65691
C -5.18611 2.86221 -5.63124
C -0.11677 6.89853 -1.54991
C 3.27701 -3.25542 -2.33074
C -2.64536 2.97536 -4.44166
C 4.79181 3.27248 -0.17851
C 0.40588 5.40984 -3.39379
C -3.39599 4.15095 -4.61639
C 3.76391 2.86714 2.57339
C 0.97402 3.23557 -7.39727
C 2.01136 2.48235 0.24496
C 2.84506 5.15641 0.95918
C -1.24813 2.38663 2.64913
C 2.08737 -3.65698 -1.72199
C 1.20552 -2.67367 -1.24848
C 1.49747 1.35961 0.79479
C -4.65407 4.08850 -5.21949
C -0.67900 4.58723 -3.03953
C -1.19751 6.07469 -1.19810
C 1.25117 1.81756 -4.99761
C -4.44959 1.69023 -5.42543
C 0.04539 3.41342 -6.36998
C 4.25381 -4.27410 -2.86140
C 3.53396 -1.88328 -2.43260
C 0.19978 2.73779 -5.14775
C 2.05575 2.36249 -7.22356
C 2.18758 1.65379 -6.02164
C 2.58637 -0.97065 -1.93123
C 1.41750 2.89544 -1.09115
C -0.66943 1.57642 -2.19670
C -2.78063 0.02482 2.40888
H 3.66211 5.77867 1.35720
H 0.26161 -2.94567 -0.76400
H -0.76763 3.24575 2.16345
H -2.35616 4.30921 -1.69145
H 4.60190 3.46921 2.96179
H -4.05055 2.36939 1.36143
H 4.44537 -1.50581 -2.88767
H 0.85615 3.78410 -8.32807
H -3.62290 0.51632 2.91751
H -3.14835 -0.78528 1.76916
H -2.99144 5.10849 -4.29044
H 3.79398 -4.90987 -3.62144
H -4.86576 0.73365 -5.74368
H 5.59893 3.94149 0.15568
H -2.06011 2.73324 3.30603
H -5.21550 5.00570 -5.38017
H 2.88771 2.99501 3.22787
H 3.02850 0.97361 -5.88460
H -6.15835 2.82418 -6.12901
H -3.67562 1.59248 -0.21716
H 1.29891 1.19356 -4.09027
H 2.79589 2.24320 -8.02490
H -2.61440 0.82073 -4.66747
H 1.98361 0.94504 1.70308
H -1.26998 0.65785 -2.34756
H -1.81785 6.33545 -0.33916
H 2.76228 0.11056 -2.00998
H -2.08807 -0.39805 3.14661
H 1.05140 3.93957 -1.06425
H -2.88612 3.13583 0.22142
H 4.61478 -4.93163 -2.06712
H 1.82591 -4.70918 -1.60010
H 0.08756 7.81510 -0.98461
H 1.49284 7.21918 -2.95499
H 4.05268 1.80571 2.54652
H 2.10158 2.94050 -2.98320
H 2.58103 5.49002 -0.05553
H 1.02920 5.14983 -4.25239
H -0.49110 1.85696 3.24216
H 5.11325 -3.77704 -3.30796
H 1.96175 5.24510 1.61008
H 4.46029 3.52425 -1.19675
H 5.13370 2.22646 -0.16678
H -0.81092 4.08319 -6.51267
```

Output
- energy relative to the best compared isomer or geometry (same formula, charge and spin) (kcal/mol) = 29.88
- expectation value of S² = 2.034
- multiplicity = 3
- charge = +2
- calculated total energy (eV) = -95300.770
- orbital gap (spin up / spin down) (eV) = 6.956 / 7.748
- HOMO (spin up / spin down) (eV) = -13.1 / -13.7

Mulliken atomic charge list, values in e, 5 entries: -2.491, -0.407, -0.379, 1.570, 1.409